[1]
Computed, not measured: a structure of composition C12H36O10PRb5 at a distorted geometry, with wB97M-V/def2-TZVPD.

```
64
Properties=species:S:1:pos:R:3:mulliken_charge:R:1
Rb 5.00761 16.27761 12.72665 1.143
Rb 3.02084 18.26278 15.26367 1.105
Rb 1.64650 17.56623 11.34460 0.975
Rb -0.43774 15.78296 16.32525 1.049
Rb 2.29878 12.23200 13.08761 0.988
P 1.78049 15.31177 13.85902 -0.079
O 2.02871 14.90471 12.40567 -0.960
O 1.01042 14.19360 14.57898 -0.318
O 1.07050 16.69323 14.00132 -1.069
O 3.14287 15.42883 14.61666 -1.228
C 4.36439 13.67869 8.31327 -1.191
C 3.44173 14.55419 9.10610 -0.082
O 3.75330 14.41728 10.50393 -0.429
H 5.37766 13.76194 8.69576 0.296
H 4.31081 13.92371 7.25239 0.359
H 4.05697 12.63149 8.37528 0.296
H 2.38279 14.33345 8.94963 0.332
H 3.59779 15.60668 8.81295 0.209
H 2.98106 14.64052 11.06585 0.384
C 7.06640 13.35021 15.75687 -1.381
C 5.60143 13.65020 15.83872 0.259
O 5.03267 13.64360 14.49246 -0.451
H 7.45991 13.15102 16.75783 0.392
H 7.63699 14.17674 15.33329 0.295
H 7.24890 12.44474 15.17938 0.319
H 5.46487 14.66061 16.23169 0.191
H 5.10123 12.87375 16.41424 0.112
H 4.24664 14.23638 14.57811 0.327
C -2.70224 11.33845 13.52316 -1.194
C -1.66791 12.42997 13.37990 0.163
O -1.48353 13.09507 14.63168 -0.501
H -2.71190 10.69549 12.64570 0.347
H -3.71764 11.71963 13.65747 0.309
H -2.48666 10.79103 14.44237 0.259
H -1.91569 13.17971 12.62088 0.368
H -0.72957 11.93600 13.05900 -0.102
H -0.58117 13.46879 14.58660 0.335
C 0.40424 10.65914 16.41703 -0.819
C 1.04099 11.80966 17.18360 -0.157
O 2.12522 12.38174 16.41626 -0.312
H 1.18792 10.13109 15.87689 0.221
H -0.38402 11.03645 15.76231 -0.032
H -0.10151 9.94472 17.07109 0.401
H 1.50367 11.48444 18.11252 0.432
H 0.30623 12.59270 17.39127 0.152
H 1.79792 13.11642 15.87152 0.130
C 3.61223 15.67594 19.38189 -1.436
C 2.86538 14.99178 18.25085 0.282
O 2.51696 15.91718 17.21219 -0.302
H 3.93986 14.92475 20.10197 0.378
H 2.94093 16.35630 19.90953 0.323
H 4.49752 16.22806 19.06335 0.344
H 1.95878 14.55282 18.68998 0.204
H 3.40629 14.13955 17.83999 0.072
H 2.85478 15.55202 16.36404 0.217
C -3.47026 18.46094 13.50521 -1.230
C -2.27648 17.79257 12.91664 -0.021
O -1.59232 17.00088 13.90392 -0.384
H -3.22467 19.24078 14.22049 0.293
H -4.13828 17.71895 13.94253 0.303
H -4.05678 18.92044 12.70052 0.361
H -1.57246 18.53850 12.51090 0.180
H -2.56733 17.14083 12.08775 0.282
H -0.62471 17.08186 13.81207 0.289
```

Properties
- orbital gap (eV) = 7.5
- 2S+1 = 1
- net charge = +2
- energy above the lowest of the compared OMol25 structures with the same formula, charge and spin (kcal per mole) = 0.0



[2]
Computed, not measured: a cluster of 4 separate species, C12H36O16P4 in total at a distorted geometry, with wB97M-V/def2-TZVPD.

```
68
Properties=species:S:1:pos:R:3:mulliken_charge:R:1
C -0.10472 -4.29260 -1.10241 -0.408
O -0.45937 -5.32469 -2.01289 -0.357
P -1.84798 -5.35725 -2.81089 0.719
O -2.33696 -6.76044 -3.12114 -0.711
O -2.69658 -4.30304 -1.87041 -0.088
C -4.01836 -4.00215 -2.28835 -0.773
O -1.66401 -4.37337 -4.11948 -0.139
C -1.80817 -4.86369 -5.46738 -0.715
H 0.28733 -3.48169 -1.71628 0.244
H 0.70201 -4.67494 -0.47704 0.345
H -0.76091 -3.91967 -0.31600 0.144
H -4.66007 -4.66008 -1.70231 0.316
H -4.27598 -4.17998 -3.33244 0.279
H -4.41999 -3.00150 -2.12872 0.317
H -1.13288 -5.67231 -5.74703 0.304
H -1.32235 -4.01785 -5.95381 0.255
H -2.84438 -5.03118 -5.76118 0.269
C 2.78289 5.86480 4.03778 -0.632
O 3.06850 4.42046 4.08376 -0.272
P 2.70655 3.59584 5.39362 0.976
O 3.26055 4.13595 6.66674 -0.712
O 3.09176 2.00268 5.13387 -0.187
C 4.47858 1.63192 5.19619 -0.734
O 1.13008 3.69915 5.42886 -0.333
C 0.32463 3.13522 4.36607 -0.603
H 3.41880 6.27621 3.25390 0.232
H 2.81505 6.34583 5.01536 0.314
H 1.74568 5.84248 3.70344 0.261
H 4.79436 1.90548 4.18944 0.295
H 4.66497 0.65459 5.64138 0.258
H 4.93034 2.23641 5.98271 0.312
H -0.37049 3.88597 3.99019 0.291
H -0.22391 2.24911 4.68545 0.265
H 1.06385 2.82448 3.62777 0.268
C -0.55294 -0.12873 -2.42616 -0.720
O 0.29279 0.73339 -3.20343 -0.341
P 0.06141 2.30291 -2.91008 1.137
O -0.33505 2.66978 -1.49687 -0.679
O -1.04340 2.82128 -3.94289 -0.309
C -0.71784 2.95620 -5.26887 -0.714
O 1.48292 2.95438 -3.46030 -0.323
C 1.65438 4.40270 -3.55227 -0.706
H -0.99203 0.18982 -1.48073 0.415
H -0.12152 -1.11661 -2.26474 0.089
H -1.26249 -0.31300 -3.23281 0.366
H 0.13371 2.34860 -5.57514 0.359
H -0.50012 4.01086 -5.43742 0.244
H -1.54312 2.78724 -5.96057 0.282
H 2.72727 4.52930 -3.40743 0.274
H 1.08407 4.96378 -2.81196 0.338
H 1.38379 4.89062 -4.48866 0.265
C -0.17066 -2.47582 3.80421 -0.640
O -1.01601 -1.44435 3.44261 -0.446
P -1.16549 -1.00270 1.89898 1.142
O -1.72105 0.36699 1.83340 -0.778
O 0.36692 -1.13497 1.31227 -0.132
C 1.25628 -0.14517 1.41107 -0.518
O -2.05549 -2.14907 1.26334 -0.337
C -2.84519 -1.91750 0.10377 -0.473
H 0.13422 -3.02614 2.91411 0.232
H -0.73304 -3.26837 4.29788 0.297
H 0.57359 -2.23524 4.56337 0.282
H 2.26646 -0.55111 1.35779 0.273
H 1.10703 0.29518 2.39693 0.212
H 1.18781 0.58558 0.60520 0.159
H -2.26433 -2.05600 -0.80811 0.058
H -3.36133 -0.96244 0.00608 0.402
H -3.63039 -2.67150 0.04869 0.292
```

Properties
- orbital gap (eV) = 10.6
- 2S+1 = 1
- energy above the lowest of the compared OMol25 structures with the same formula, charge and spin (kcal per mole) = 71.9
- SMILES = COP(=O)(OC)OC.COP(=O)(OC)OC.COP(=O)(OC)OC.COP(=O)(OC)OC



[3]
Computed, not measured: a cluster of 6 separate species, C12H36O6 in total at a distorted geometry, with wB97M-V/def2-TZVPD.

```
54
Properties=species:S:1:pos:R:3:mulliken_charge:R:1
C 24.62536 19.03425 0.60843 -1.120
C 25.25422 20.05107 -0.33133 0.088
O 24.43443 20.12406 -1.51932 -0.354
H 23.55255 19.18391 0.71225 0.216
H 25.01754 19.17190 1.62584 0.394
H 24.84311 18.00227 0.33030 0.295
H 26.30265 19.86123 -0.56084 0.235
H 25.15720 21.03346 0.14407 0.142
H 24.87850 19.58845 -2.19058 0.056
C 23.79457 22.31071 4.97863 -1.143
C 23.94682 21.46468 3.72293 0.450
O 25.30162 21.00059 3.64064 -0.530
H 22.90455 22.94006 4.83931 0.339
H 24.57756 23.06552 5.05639 0.318
H 23.66844 21.73624 5.89087 0.287
H 23.58471 22.00039 2.84472 -0.281
H 23.32976 20.56767 3.79895 0.239
H 25.80507 21.59379 3.07617 0.317
C 23.98292 20.47513 -5.17153 -0.338
C 23.43222 21.23288 -6.34488 -0.600
O 24.06141 22.51956 -6.48499 -0.532
H 23.76617 19.41759 -5.37836 0.248
H 23.48627 20.71391 -4.23235 0.183
H 25.06262 20.54908 -5.07270 0.132
H 22.34458 21.33015 -6.21834 0.307
H 23.49270 20.80483 -7.34780 0.333
H 23.59268 23.15418 -5.93485 0.295
C 28.12066 18.61456 -2.88663 -0.972
C 26.92292 17.67118 -3.02921 -0.314
O 25.80851 18.32576 -3.62477 -0.386
H 28.44826 19.02072 -3.84528 0.304
H 28.90596 17.95279 -2.51331 0.366
H 27.95040 19.48359 -2.25444 0.179
H 26.67792 17.34620 -2.01159 0.195
H 27.18182 16.76976 -3.58631 0.461
H 25.44918 17.82866 -4.36101 0.247
C 20.99569 22.24720 1.35443 -1.100
C 22.09878 22.59673 0.38300 0.241
O 22.05478 21.72361 -0.76193 -0.550
H 21.06898 21.19140 1.61585 0.247
H 20.04119 22.38962 0.84202 0.342
H 20.96717 22.86760 2.24868 0.349
H 23.09479 22.40453 0.79701 -0.049
H 22.02678 23.61025 -0.02146 0.237
H 22.95273 21.50361 -1.02415 0.254
C 26.80701 22.24480 -3.20269 -0.760
C 28.20114 22.24199 -3.85797 -0.122
O 28.85010 23.38411 -3.28894 -0.525
H 26.30323 23.12809 -3.61352 0.432
H 26.82181 22.50313 -2.14280 0.303
H 26.16354 21.38384 -3.35972 -0.043
H 28.14969 22.23710 -4.94984 0.241
H 28.71912 21.32803 -3.54648 0.140
H 29.78231 23.13932 -3.26914 0.311
```

Properties
- orbital gap (eV) = 10.4
- 2S+1 = 1
- energy above the lowest of the compared OMol25 structures with the same formula, charge and spin (kcal per mole) = 59.7
- SMILES = CCO.CCO.CCO.CCO.CCO.CCO



Number 1: LUMO energy -6.49 eV. Number 2: LUMO energy 0.42 eV. Number 3: LUMO energy 0.52 eV.